Record 1
The following is a quantum chemistry calculation of a molecular structure, C28H36N6O4P2RuS, from the OMol25 dataset.

Summary:
* DFT total energy: -2893.47071 hartree
* charge: +2
* highest occupied orbital energy: -14.00 eV
* ΔE to the lowest compared entry with this formula, charge and spin: 5.94 kJ/mol
* spin multiplicity: 1

Each line ends with the Löwdin charge.
Atoms and positions in Å:
Ru: -1.19597 0.00641 -0.06368  0.684
C: -3.08655 -2.56146 8.28020  -0.024
C: -3.05614 -2.00496 6.88908  -0.231
C: -3.30178 -2.81958 5.78335  -0.001
C: -3.29708 -2.30396 4.49984  -0.034
C: -3.03909 -0.94710 4.32824  -0.339
C: -2.79050 -0.10617 5.41325  -0.041
C: -2.80090 -0.64487 6.68351  -0.005
S: -3.05591 -0.27735 2.72978  0.663
O: -3.80470 -1.12062 1.84569  -0.290
O: -3.28157 1.13307 2.78474  -0.282
N: -1.43659 -0.39714 2.07523  -0.197
C: -0.53359 -0.85253 2.84343  0.015
C: -2.43181 -2.89688 0.49258  -0.389
O: -2.63345 -3.64577 1.33553  0.274
O: -2.18517 -2.13251 -0.36360  0.069
H: -3.19669 -3.64333 8.27799  0.085
H: -3.92205 -2.13442 8.83732  0.101
H: -2.17428 -2.30487 8.81932  0.095
H: -3.51393 -3.87013 5.93293  0.127
H: -3.51235 -2.93323 3.64692  0.108
H: -2.62113 0.95100 5.25821  0.122
H: -2.62293 -0.00251 7.53656  0.131
H: -0.73933 -1.13890 3.87215  0.102
H: 0.47353 -0.96657 2.46287  0.069
C: -4.80119 0.95636 -0.16456  -0.226
P: -3.06437 1.37545 -0.48602  0.784
C: -3.19217 1.90503 -2.23553  -0.235
C: -2.79555 3.01179 0.28755  -0.369
C: -1.35444 3.41445 -0.00601  -0.360
P: -0.22960 1.99505 0.29220  0.746
C: 0.28440 2.27027 2.01684  -0.222
C: 1.23591 2.47607 -0.66695  -0.230
H: -5.43337 1.73337 -0.59660  0.065
H: -5.00903 0.87492 0.89599  0.028
H: -5.04204 0.00389 -0.63852  0.057
H: -3.83573 2.78461 -2.27633  0.063
H: -3.64802 1.13860 -2.85838  0.047
H: -2.21844 2.15671 -2.65443  0.041
H: -2.98071 2.93320 1.35618  0.068
H: -3.50267 3.73087 -0.12864  0.101
H: -1.02835 4.25536 0.60858  0.102
H: -1.23446 3.71666 -1.04898  0.087
H: 0.76887 3.24322 2.10489  0.065
H: 0.98022 1.50756 2.36487  0.031
H: -0.59802 2.25765 2.65808  0.046
H: 1.57020 3.46251 -0.34158  0.068
H: 0.97479 2.53831 -1.72297  0.038
H: 2.05750 1.77161 -0.54134  0.041
N: -3.92122 -3.91561 -9.55662  0.195
C: -3.43701 -3.41083 -8.64673  -0.162
C: -2.83430 -2.77680 -7.50514  -0.206
C: -2.24683 -1.52102 -7.63865  0.008
C: -1.67564 -0.90668 -6.53807  0.009
C: -1.68656 -1.56302 -5.31746  -0.188
C: -2.25938 -2.81717 -5.17383  -0.001
C: -2.84279 -3.42385 -6.27201  0.002
N: -1.09388 -0.92680 -4.17767  0.000
C: 0.11758 -0.27766 -4.13701  -0.001
C: 0.25797 0.18405 -2.86763  -0.106
N: -0.86128 -0.15236 -2.13342  -0.104
C: -1.64450 -0.83032 -2.95538  -0.158
H: -2.24914 -1.02667 -8.59990  0.135
H: -1.23945 0.07947 -6.62780  0.126
H: -2.23214 -3.32788 -4.21985  0.118
H: -3.29251 -4.40272 -6.18313  0.132
H: 0.76776 -0.22836 -4.99261  0.141
H: 1.09250 0.70416 -2.43421  0.085
H: -2.60651 -1.24810 -2.71431  0.140
N: 0.80071 -2.28143 -0.70597  0.014
C: 2.06394 -2.73976 -0.71213  -0.047
C: 2.81292 -1.86309 0.03754  -0.019
C: 1.90102 -0.89045 0.45859  -0.156
N: 0.67545 -1.14459 0.00303  -0.095
H: 0.00644 -2.64445 -1.20627  0.139
H: 2.33239 -3.63990 -1.23913  0.136
H: 3.86506 -1.91886 0.25256  0.116
H: 2.08718 -0.01934 1.06558  0.100

Record 2
The following is a quantum chemistry calculation of a molecular structure, C29H26N6O3PdS2 in a non-equilibrium geometry, from the OMol25 dataset.

Summary:
* DFT total energy: -2599.28399 hartree
* charge: 0
* highest occupied orbital energy: -7.01 eV
* spin multiplicity: 1

Each line ends with the natural charge from an NBO analysis.
Atoms and positions in Å:
Pd: -0.17624 1.40821 0.78112  0.919
C: 0.78744 0.14176 4.78060  -0.247
C: 0.91091 0.51339 3.43226  0.088
N: -0.10404 0.95621 2.74143  -0.432
C: -1.35062 1.04416 3.31136  0.218
C: -1.54342 0.72099 4.66616  -0.094
C: -0.42310 0.25787 5.39070  -0.119
C: -2.83019 0.85372 5.23340  -0.232
C: -3.85004 1.28780 4.44584  -0.172
C: -3.66964 1.59263 3.07854  -0.269
C: -2.43841 1.46600 2.47090  0.171
N: -2.08309 1.67898 1.16003  -0.548
C: -2.82599 2.04575 0.07219  0.170
C: -4.18168 2.29373 -0.02753  -0.276
C: -4.77315 2.66816 -1.25314  -0.166
C: -4.05482 2.79481 -2.40238  -0.244
C: -2.66721 2.53497 -2.36472  -0.086
C: -1.83381 2.61352 -3.50124  -0.122
C: -0.50568 2.33822 -3.39566  -0.253
C: 0.02387 1.98866 -2.14254  0.074
N: -0.71965 1.91789 -1.07410  -0.425
C: -2.06581 2.17355 -1.14384  0.208
H: 1.65353 -0.23244 5.30862  0.231
H: 1.85789 0.44160 2.91418  0.225
H: -0.54687 -0.01260 6.43319  0.220
H: -2.98531 0.60633 6.27624  0.213
H: -4.84010 1.39476 4.87179  0.215
H: -4.52685 1.93080 2.52886  0.208
H: -4.82600 2.19834 0.82513  0.211
H: -5.83976 2.85580 -1.27351  0.216
H: -4.52440 3.07939 -3.33593  0.213
H: -2.26744 2.89607 -4.45364  0.220
H: 0.14855 2.38672 -4.25522  0.227
H: 1.07375 1.76658 -2.00766  0.224
C: -1.88013 -2.93481 -1.17844  -0.642
C: -1.56476 -1.47519 -0.90949  -0.059
O: -1.39126 -1.20021 0.46932  -0.757
H: -1.92695 -3.12809 -2.25422  0.199
H: -2.83655 -3.21216 -0.73092  0.208
H: -1.10295 -3.56832 -0.74263  0.224
H: -2.38552 -0.83838 -1.24573  0.166
H: -0.66109 -1.18163 -1.46139  0.151
H: -0.68140 -1.78567 0.77877  0.502
N: 4.65786 -3.85085 -4.55401  -0.797
C: 4.08177 -3.40752 -3.37586  0.188
C: 2.69399 -3.23966 -3.28646  -0.267
C: 2.10932 -2.86137 -2.09484  -0.176
C: 2.90326 -2.63341 -0.97455  -0.334
C: 4.28042 -2.78819 -1.05156  -0.168
C: 4.86655 -3.17302 -2.24486  -0.284
S: 2.14619 -2.10611 0.52427  2.324
O: 0.93694 -2.88413 0.67739  -0.988
O: 3.14980 -2.18025 1.56091  -0.968
N: 1.63542 -0.60577 0.27550  -0.952
C: 2.46388 0.44199 0.31926  0.264
S: 4.21244 0.51100 0.22393  0.377
C: 4.15740 2.24152 0.29954  -0.477
C: 2.88560 2.65922 0.41334  -0.037
N: 1.93104 1.66639 0.43358  -0.604
H: 4.11190 -3.78521 -5.39371  0.383
H: 5.64510 -3.71663 -4.67480  0.384
H: 2.07861 -3.41719 -4.16184  0.207
H: 1.03298 -2.75203 -2.02052  0.233
H: 4.88038 -2.61709 -0.16609  0.242
H: 5.94156 -3.30267 -2.30740  0.209
H: 5.05732 2.83413 0.27011  0.243
H: 2.56828 3.68900 0.49199  0.218

Record 3
The following is a quantum chemistry calculation of 2 unconnected molecules or ions with the total composition CH3O4 in a non-equilibrium geometry, from the OMol25 dataset.

Summary:
* DFT total energy: -340.24088 hartree
* charge: +1
* highest occupied orbital energy: -15.26 eV
* ΔE to the lowest compared entry with this formula, charge and spin: 617.11 kJ/mol
* spin multiplicity: 1

Each line ends with the natural charge from an NBO analysis.
Atoms and positions in Å:
C: 1.46300 -0.35300 0.25115  0.447
O: -3.41633 1.62820 -0.44028  -0.098
O: 2.41322 -0.10910 -0.45244  -0.472
O: -2.40403 -0.24799 -0.10114  -0.226
O: -3.46108 0.44637 -0.09235  0.327
H: 1.48358 -0.95215 1.17817  0.214
H: 0.52500 0.02268 -0.08020  0.221
H: 3.39664 -0.43501 -0.26290  0.587

Record 4
The following is a quantum chemistry calculation of a molecular structure, C22H27BrCl3N2O2Pd, from the OMol25 dataset.

Summary:
* DFT total energy: -5195.87566 hartree
* charge: +3
* highest occupied orbital energy: -17.97 eV
* ΔE to the lowest compared entry with this formula, charge and spin: 124.10 kJ/mol
* spin multiplicity: 1

Each line ends with the natural charge from an NBO analysis.
Atoms and positions in Å:
Pd: -1.72038 2.20080 0.00194  1.071
C: 5.52378 -0.53023 0.00033  -0.630
C: 4.44229 -1.61381 -0.00047  -0.149
C: 4.62312 -2.51415 -1.27137  -0.571
C: 4.62357 -2.51633 1.26890  -0.571
C: 3.07189 -1.10551 0.00037  0.435
C: 2.80084 0.32271 0.00212  -0.256
C: 1.53461 0.74438 0.00258  -0.098
Br: 1.07710 2.53304 0.00470  0.298
C: 0.37214 -0.20047 0.00096  0.567
O: -0.77098 0.23868 0.00056  -0.533
C: 0.66819 -1.68677 -0.00015  0.098
C: 1.97232 -2.03519 -0.00046  -0.210
C: -0.45390 -2.69282 -0.00083  -0.113
C: -1.29687 -2.51844 -1.28784  -0.603
C: 0.07597 -4.13045 -0.00185  -0.616
C: -1.29664 -2.52016 1.28656  -0.603
H: 6.49967 -1.01175 -0.00028  0.264
H: 5.47838 0.09596 0.89302  0.228
H: 5.47806 0.09761 -0.89118  0.228
H: 5.64367 -2.89247 -1.23518  0.266
H: 4.48806 -1.93475 -2.18373  0.233
H: 3.94418 -3.36472 -1.29049  0.223
H: 5.64411 -2.89457 1.23165  0.266
H: 3.94464 -3.36693 1.28680  0.223
H: 4.48887 -1.93847 2.18229  0.233
H: 3.62453 1.02165 0.00287  0.286
H: 2.22610 -3.08315 -0.00138  0.264
H: -0.74052 -2.87719 -2.15395  0.242
H: -1.58876 -1.49035 -1.49621  0.197
H: -2.19906 -3.12318 -1.19884  0.244
H: 0.66601 -4.35206 -0.89280  0.225
H: -0.77458 -4.81092 -0.00227  0.257
H: 0.66609 -4.35328 0.88876  0.225
H: -1.58821 -1.49230 1.49654  0.197
H: -0.74027 -2.88035 2.15205  0.242
H: -2.19900 -3.12454 1.19682  0.244
O: -3.00640 3.80308 0.00455  -0.702
C: -4.42453 3.60790 0.00247  -0.107
C: -4.61671 2.13586 0.00150  0.204
C: -5.88075 1.57473 0.00061  -0.203
C: -6.02397 0.20167 0.00002  -0.069
C: -4.88098 -0.58690 0.00033  -0.207
C: -3.64682 0.01674 0.00114  0.037
N: -3.50978 1.35860 0.00151  -0.383
H: -2.73266 4.73102 0.00338  0.558
H: -4.87070 4.05971 -0.88612  0.245
H: -4.87305 4.05898 0.89024  0.245
H: -6.74313 2.22874 0.00053  0.270
H: -7.00821 -0.24784 -0.00065  0.272
H: -4.94160 -1.66573 0.00011  0.264
H: -2.74904 -0.56933 0.00144  0.247
Cl: -0.85130 8.39470 0.17626  0.136
C: 0.45886 7.23732 -0.00287  -0.265
Cl: 1.29409 7.43279 -1.53689  0.135
Cl: 1.57389 7.30334 1.35608  0.131
C: -0.15035 5.88568 -0.00227  0.394
N: -0.62587 4.83940 -0.00188  -0.509

Record 5
The following is a quantum chemistry calculation of 2 unconnected molecules or ions with the total composition C3H7NO in a non-equilibrium geometry, from the OMol25 dataset.

Summary:
* structure (SMILES): C=CN.C=O
* DFT total energy: -248.42651 hartree
* charge: 0
* highest occupied orbital energy: -8.39 eV
* ΔE to the lowest compared entry with this formula, charge and spin: 262.51 kJ/mol
* spin multiplicity: 1

Each line ends with the natural charge from an NBO analysis.
Atoms and positions in Å:
O: -4.39731 -2.35500 -0.78534  -0.492
C: -5.59050 -2.39335 -0.69205  0.266
H: -6.14223 -3.33151 -0.80028  0.115
H: -6.08656 -1.44862 -0.44855  0.111
C: 3.17973 0.42837 1.13662  -0.507
C: 2.74336 0.95595 -0.01639  -0.008
N: 2.46622 2.30331 -0.28758  -0.805
H: 3.78882 -0.46953 1.09105  0.197
H: 3.19294 0.84609 2.13759  0.188
H: 2.90501 0.25517 -0.82077  0.192
H: 2.20995 2.92286 0.47256  0.378
H: 1.73057 2.28625 -0.98688  0.366